Here is 2 unconnected molecules or ions with the total composition C26H18F3NO4S at a distorted geometry from the Open Molecules 2025 dataset. Energies are from ωB97M-V/def2-TZVPD.

Results
E_tot = -55913.9889 eV
HOMO = -7.0 eV
Orbital gap = 3.14 eV

```
53
C26H18F3NO4S (ωB97M-V/def2-TZVPD)
F 2.4231 5.1984 -2.6543
C 2.3530 3.8362 -2.4573
C 3.4852 3.0845 -2.7626
C 3.3594 1.7097 -2.5869
F 4.4533 0.9347 -2.9365
C 2.2035 1.0953 -2.1506
C 1.0389 1.8719 -1.8363
C -0.1415 1.1614 -1.4576
C -1.4934 1.5317 -1.7453
C -2.4419 0.4804 -1.9561
C -3.7321 0.7372 -2.3934
C -4.1632 2.0487 -2.6445
C -3.2615 3.0765 -2.3848
F -3.6705 4.3687 -2.6308
C -1.9677 2.8662 -1.9301
C 1.1582 3.2853 -2.0122
H 4.4105 3.5294 -3.1110
H 2.1471 0.0108 -2.0529
H 0.0172 0.1132 -1.2155
H -2.0982 -0.5470 -1.8085
H -4.4143 -0.0936 -2.5744
H -5.1614 2.2686 -3.0120
H -1.3299 3.7186 -1.7360
H 0.3295 3.9425 -1.7824
C 4.7586 -2.5341 -0.5379
C 4.2009 -3.4706 0.3393
C 3.1472 -3.1079 1.1831
C 2.6623 -1.7923 1.1536
S 1.4043 -1.2052 2.3105
C -0.0698 -0.9517 1.3930
C -1.2830 -1.1556 2.0936
C -2.4766 -1.6470 1.4429
C -3.6200 -1.9649 2.1552
C -3.6652 -1.7614 3.5538
N -4.9028 -1.8147 4.2493
O -4.9007 -1.5021 5.4648
O -5.9408 -2.1380 3.6269
C -2.5123 -1.3006 4.2285
C -1.3752 -0.9755 3.5260
O 1.3150 -2.3649 3.1725
O 1.8825 0.0532 2.8429
C 3.2327 -0.8532 0.3012
C 4.2601 -1.2301 -0.5607
H 5.5734 -2.8115 -1.2071
H 4.5848 -4.4911 0.3751
H 2.7262 -3.8405 1.8692
H 0.0295 -1.1346 0.3285
H -2.4445 -1.8051 0.3611
H -4.5176 -2.3563 1.6763
H -2.5558 -1.1827 5.3083
H -0.5454 -0.5695 4.1030
H 2.8627 0.1702 0.3279
H 4.6661 -0.4918 -1.2486
```


Here is a molecular structure, C8H14BrMgN2 at a distorted geometry from the Open Molecules 2025 dataset. Energies are from ωB97M-V/def2-TZVPD.

Results
E_tot = -86982.7413 eV
HOMO = -13.2 eV
Orbital gap = 5.00 eV
Total charge = +1

```
26
C8H14BrMgN2 (ωB97M-V/def2-TZVPD)
Mg 0.6872 1.4551 5.0413
Br 0.3070 0.2827 3.0722
C 3.3045 2.1619 -0.2581
C 1.8019 2.1979 -0.3017
C 1.1507 0.8726 -0.5675
C 1.6711 0.1604 -1.7439
N 2.0334 -0.4276 -2.6902
H 3.6794 3.1350 0.0592
H 3.7063 1.8573 -1.2244
H 3.6300 1.3875 0.4365
H 1.4847 2.8825 -1.0884
H 1.3635 2.4997 0.6495
H 0.0814 1.0085 -0.7289
H 1.2781 0.1879 0.2710
C -1.3160 -2.5375 -0.7495
C -2.6182 -2.3037 0.0326
C -2.6612 -0.9960 0.8037
C -2.5590 0.1913 -0.0597
N -2.4534 1.1256 -0.7616
H -0.3987 -2.5687 -0.1616
H -1.1184 -1.7564 -1.4836
H -1.3086 -3.4246 -1.3828
H -2.7853 -3.1480 0.7014
H -3.4402 -2.3931 -0.6776
H -1.8719 -0.9316 1.5527
H -3.6484 -0.9187 1.2592
```


Here is a molecular structure, C16H11FeN3O4 at a distorted geometry from the Open Molecules 2025 dataset. Energies are from ωB97M-V/def2-TZVPD.

Results
E_tot = -63776.3171 eV
Multiplicity = 6
HOMO (spin up / spin down) = -19.2 / -19.8 eV
Orbital gap (spin up / spin down) = 6.43 / 5.99 eV
Total charge = +3

```
35
C16H11FeN3O4 (ωB97M-V/def2-TZVPD)
Fe -1.4982 -0.8877 -1.5254
O -4.1970 -1.1146 -0.4552
C -3.3206 -1.2028 -1.2361
C -1.1945 -1.7617 -3.2002
O -1.4045 -2.4559 -4.3131
C -1.4454 -0.3312 -3.2712
O -1.8366 0.4843 -4.0666
C -1.0996 -2.6108 -1.9809
O -1.1344 -3.8083 -1.8503
C -3.7947 -2.1433 -2.9882
H -4.3333 -2.8710 -2.3887
H -4.3475 -1.2339 -3.1967
C -3.2016 -2.6473 -4.1908
H -3.3971 -2.0396 -5.0840
H -3.2257 -3.7341 -4.3451
N 3.7050 3.1449 6.8501
C 3.3541 2.6970 5.8276
C 2.8829 2.1788 4.5684
C 2.0149 1.0768 4.5225
C 1.5515 0.6133 3.2958
C 1.9908 1.2465 2.1244
C 2.8761 2.3292 2.1548
C 3.3246 2.7963 3.3877
N 1.4240 0.8580 0.8868
C 1.8466 1.2862 -0.3797
C 0.9537 0.7779 -1.2727
N 0.0021 0.0116 -0.5949
C 0.3473 0.0378 0.7036
H 1.7106 0.5923 5.4501
H 0.8551 -0.2170 3.2515
H 3.1663 2.8230 1.2211
H 4.0138 3.6449 3.4150
H 2.6891 1.9382 -0.5488
H 0.9005 0.9267 -2.3334
H -0.1780 -0.4047 1.5626
```